Record 1
C2H3F2P | ωB97M-V/def2-TZVPD

Last column: natural (NBO) charge in e.
CARTESIAN COORDINATES (ANGSTROEM)
C 0.65719 0.47767 0.47311  -0.519
C -0.66088 0.16110 -0.01995  0.420
F -1.17889 0.72144 -1.24897  -0.368
F -1.68942 0.40714 0.82372  -0.334
P -0.10967 -1.64554 -0.09197  0.296
H 1.59319 0.76780 -0.19966  0.269
H 0.81829 0.36790 1.58401  0.256
H 0.57018 -1.25750 -1.32030  -0.019

The calculation puts the highest occupied orbital energy at -9.452 eV.

=====

Record 2
C3H6BrP | ωB97M-V/def2-TZVPD

Last column: natural (NBO) charge in e.
CARTESIAN COORDINATES (ANGSTROEM)
C -0.12400 0.24874 -0.25682  -0.417
C -1.50288 0.68231 0.22284  -0.657
C 0.51777 -1.09792 0.03601  -0.663
P 0.81326 1.44683 -0.95662  0.783
Br 3.63114 0.51161 -0.62726  -0.477
H -1.40846 0.90725 1.34210  0.243
H -1.68146 1.65684 -0.25685  0.225
H -2.34444 -0.04217 0.14015  0.243
H 0.92995 -1.00518 0.94870  0.234
H 1.38671 -1.31629 -0.70432  0.263
H -0.21758 -1.99203 0.11206  0.223

The calculation puts the highest occupied orbital energy (alpha / beta) at -9.327 / -9.327 eV.

=====

Record 3
C36H106F2IN3O23PS | ωB97M-V/def2-TZVPD

Last column: Mulliken charge in e.
CARTESIAN COORDINATES (ANGSTROEM)
C 5.66603 -0.42836 2.36616  -1.265
C 4.87372 0.62064 1.49755  0.269
C 3.62474 1.25543 2.23553  -0.202
O 2.77455 0.27275 2.84836  -0.244
C 1.46421 0.79261 3.12066  -1.017
N 0.39720 0.11190 2.36653  1.743
C 0.84189 0.02524 1.00486  -1.995
N 1.54065 -1.04104 0.67285  0.839
C 2.02763 -1.33283 -0.68346  0.469
F 1.02132 -1.59227 -1.60970  -0.234
C 2.92712 -2.63361 -0.56586  -0.532
C 2.02276 -3.90538 -0.29714  -0.797
N 0.50617 0.86984 -0.10586  0.120
C -0.64496 1.69641 0.39655  -1.658
S -1.05119 2.98752 -0.80286  1.989
C -1.77852 2.59396 -2.41403  -0.952
O 0.31863 3.55820 -1.15299  -0.828
O -1.77722 4.19362 -0.27957  -0.593
C -1.73081 0.82284 1.17741  3.505
C -2.24148 -0.47952 0.42191  0.351
C -2.27708 -0.32883 -1.17678  -1.034
C -1.54429 -1.88300 0.57965  -0.185
C -2.63715 -3.01107 0.92311  -0.745
C -3.36682 -3.58754 -0.34700  -1.186
P -3.38264 1.76216 1.37554  0.861
O -3.31932 3.11220 2.01600  -0.679
O -4.48081 0.85244 2.29492  -0.505
O -4.14404 1.97825 -0.11006  -0.473
C -0.99241 0.57152 2.57548  -3.181
I -2.04605 -1.03905 3.75335  0.216
C -1.21715 1.66378 3.70915  0.609
C -0.77102 3.14132 3.55427  -1.249
F -2.52229 1.67076 4.26912  -0.333
H 5.03546 -1.19166 2.87928  0.243
H 6.38006 -0.94794 1.66291  0.391
H 6.32997 0.15064 3.06687  0.315
H 4.60376 0.26109 0.46502  -0.243
H 5.57454 1.48986 1.32625  0.166
H 3.10509 1.88426 1.44584  0.137
H 3.98037 1.95216 3.04531  0.456
H 1.32551 0.58862 4.22115  0.314
H 1.55200 1.90014 2.91508  0.333
H 1.75767 -1.70592 1.42273  0.625
H 2.65859 -0.45292 -0.99711  -0.376
H 3.64159 -2.74284 -1.41277  0.519
H 3.54120 -2.48740 0.37332  0.184
H 0.93738 -3.61694 -0.17309  0.019
H 2.04932 -4.64811 -1.12853  0.246
H 2.29934 -4.44166 0.65416  0.365
H 1.32327 1.49107 -0.24174  0.605
H -0.11003 2.30374 1.19389  0.268
H -2.89881 2.55066 -2.38603  0.218
H -1.34701 1.67996 -2.93416  0.208
H -1.53547 3.45543 -3.09959  0.487
H -3.32869 -0.68696 0.65445  0.482
H -3.09961 0.32260 -1.55092  0.127
H -2.47408 -1.33880 -1.63504  0.556
H -1.30217 0.00842 -1.60671  -0.303
H -1.04251 -2.27653 -0.35356  -0.435
H -0.77369 -2.00249 1.38000  0.400
H -3.37715 -2.58907 1.65029  0.231
H -2.11773 -3.86119 1.45107  0.411
H -4.14291 -4.31594 0.02794  0.414
H -3.95913 -2.80318 -0.90043  0.181
H -2.62730 -4.08401 -1.02132  0.274
H -5.03839 0.38163 1.63985  0.309
H -5.09402 2.12492 0.04258  0.301
H -0.67041 1.27727 4.62203  0.759
H 0.30099 3.35866 3.83700  0.316
H -0.93210 3.62489 2.55580  0.072
H -1.37794 3.75605 4.27880  0.475
C -7.21402 -0.24009 -0.64261  -0.674
O -6.09243 -0.59737 0.16841  -0.424
H -6.91764 0.56377 -1.31530  0.268
H -7.53514 -1.10218 -1.22924  0.193
H -8.03371 0.10329 -0.00854  0.311
H -6.37860 -1.30835 0.75234  0.239
C 1.38319 1.33011 -4.94774  -0.571
O 0.50701 0.40395 -4.31697  -0.457
H 0.79260 2.07406 -5.47941  0.348
H 1.99371 1.82703 -4.19083  0.193
H 2.02321 0.80287 -5.65884  0.216
H 1.05879 -0.23705 -3.85793  0.211
C 3.12006 -1.91502 -6.37982  -0.422
O 3.30424 -2.94510 -5.41439  -0.473
H 3.64869 -2.19223 -7.28978  0.347
H 2.05502 -1.80126 -6.60064  0.236
H 3.52556 -0.97261 -5.99921  0.085
H 2.83070 -2.68426 -4.61944  0.244
C 0.58977 -5.15648 -4.40392  -0.524
O 1.00078 -4.53798 -3.18396  -0.345
H 1.33441 -5.89748 -4.68842  0.256
H -0.37420 -5.65088 -4.26541  0.193
H 0.51166 -4.40374 -5.19268  0.222
H 0.33004 -3.88876 -2.95232  0.169
C 8.38964 1.76706 5.30608  -0.515
O 8.87799 0.97592 4.23109  -0.522
H 7.88924 1.11543 6.02096  0.194
H 9.22317 2.27262 5.79904  0.313
H 7.67612 2.50462 4.92719  0.224
H 9.31620 1.57504 3.61426  0.305
C -9.32011 -3.35815 -3.08096  -0.159
O -9.89599 -2.50876 -2.09000  -0.509
H -8.24318 -3.19411 -3.09972  0.176
H -9.52235 -4.40351 -2.83299  0.252
H -9.73843 -3.12136 -4.06090  0.008
H -10.84332 -2.67064 -2.09175  0.289
C 1.17257 -1.85870 6.60687  -0.168
O 1.74585 -2.58959 5.52577  -0.538
H 0.71613 -2.55944 7.30173  0.324
H 1.95083 -1.29477 7.12273  -0.017
H 0.40663 -1.17617 6.22524  0.100
H 2.14282 -1.95023 4.92722  0.288
C -10.61949 -3.72685 -7.52834  -0.473
O -10.23756 -3.09062 -6.31312  -0.506
H -9.86397 -4.46723 -7.78546  0.165
H -11.58380 -4.22513 -7.40163  0.250
H -10.68761 -2.98820 -8.33064  0.242
H -10.91745 -2.44229 -6.10653  0.280
C -3.66774 -6.60556 -5.10445  -0.443
O -2.54037 -6.97789 -4.31576  -0.484
H -3.37597 -5.79623 -5.77212  0.282
H -4.00451 -7.45808 -5.69726  0.131
H -4.47704 -6.26336 -4.45492  0.253
H -2.82142 -7.69143 -3.73617  0.264
C 4.36293 0.79361 -3.03176  -0.380
O 4.75465 1.43867 -1.82484  -0.483
H 5.07871 0.00420 -3.25580  0.310
H 3.36568 0.35629 -2.91058  -0.160
H 4.35444 1.51671 -3.85000  0.442
H 4.11014 2.13212 -1.64863  0.249
C -0.15294 -1.48903 9.89814  -0.616
O 1.20277 -1.20296 9.56684  -0.387
H -0.71120 -1.64870 8.97691  0.174
H -0.20374 -2.39184 10.51117  0.292
H -0.58891 -0.64790 10.44196  0.301
H 1.67376 -1.06641 10.39533  0.276
C -5.89231 -8.21589 -8.08391  -0.564
O -6.44650 -7.37573 -7.07719  -0.465
H -4.81555 -8.05649 -8.11616  0.192
H -6.09401 -9.26395 -7.84838  0.286
H -6.32208 -7.96590 -9.05705  0.284
H -7.39487 -7.53232 -7.06609  0.279
C -3.14156 7.39945 -0.61788  -0.180
O -3.44967 6.74689 0.60373  -0.554
H -3.43756 8.44395 -0.54147  -0.085
H -2.06573 7.34130 -0.80574  0.253
H -3.69089 6.92666 -1.43743  0.220
H -3.17860 5.82411 0.51010  0.350
C 5.01022 -0.79329 8.91203  -0.531
O 4.07616 0.27881 8.86153  -0.511
H 5.99960 -0.38368 9.10885  0.260
H 4.74151 -1.48566 9.71408  0.267
H 5.02357 -1.32291 7.95547  0.226
H 3.20900 -0.10643 8.68636  0.252
C -4.69306 10.89544 -1.21795  -0.503
O -4.88070 12.06187 -2.00892  -0.523
H -5.27417 10.08182 -1.64936  0.240
H -3.63525 10.61935 -1.21170  0.209
H -5.03524 11.08049 -0.19635  0.277
H -4.35993 12.76474 -1.61051  0.299
C 9.27581 3.39179 0.91355  -0.385
O 9.75786 4.00389 2.10353  -0.473
H 9.95437 2.58816 0.63150  0.275
H 8.27865 2.97803 1.09000  0.005
H 9.23401 4.12719 0.10612  0.319
H 9.14235 4.70801 2.32989  0.281
C 11.85911 7.18415 0.87238  -0.488
O 11.57684 6.55772 2.11675  -0.478
H 11.61825 8.24292 0.95312  0.221
H 12.91931 7.07400 0.63056  0.244
H 11.25055 6.73566 0.08163  0.212
H 11.79519 5.62511 2.02313  0.285

The calculation puts the highest occupied orbital energy at -11.100 eV. As for the net charge: +1.

=====

Record 4
C9H8ClN3OS | ωB97M-V/def2-TZVPD

Last column: natural (NBO) charge in e.
CARTESIAN COORDINATES (ANGSTROEM)
C 1.91672 1.48096 1.20935  0.401
C 0.81017 -1.30250 -0.62462  -0.142
C 1.55837 -1.16668 -1.80301  -0.264
C -0.46094 0.62930 -1.29522  0.055
C -0.25729 -0.40606 -0.37766  -0.101
C 1.26689 -0.04061 -2.54260  0.181
C -0.15122 2.67501 1.58245  0.535
C -1.96732 -1.84429 0.84853  -0.609
C -1.17577 -0.54655 0.82539  -0.436
N 2.98600 1.30138 0.76427  -0.330
N 0.29269 0.81039 -2.35808  -0.422
N 0.66392 1.58437 1.62039  -0.568
O -1.33656 2.61851 1.41902  -0.551
S -0.31803 -0.30602 2.35960  0.473
Cl 2.33658 0.19538 -3.84356  0.026
H 0.98597 -2.19684 0.09676  0.229
H 2.34691 -1.85799 -1.92195  0.240
H -1.37720 1.30420 -1.09141  0.210
H 0.38384 3.66685 1.65947  0.144
H -2.11844 -2.37465 -0.05583  0.247
H -2.85485 -1.63603 1.33950  0.221
H -1.46278 -2.75826 1.43561  0.204
H -2.06765 0.17014 0.75360  0.259

The calculation puts the highest occupied orbital energy at -9.415 eV.

=====

Record 5
C33H57MgN3O5Si | ωB97M-V/def2-TZVPD

Last column: Mulliken charge in e.
CARTESIAN COORDINATES (ANGSTROEM)
O 0.39068 2.13058 -1.50630  -0.023
O 6.00140 1.45518 -3.28768  -0.425
C -0.13716 2.36887 -2.84160  0.211
C -0.98537 3.61797 -2.85881  -1.476
H -0.69938 1.45526 -3.12873  -0.586
H 0.69803 2.48718 -3.54810  0.553
H -1.88151 3.46768 -2.25672  0.231
H -1.34657 3.81436 -3.87116  0.445
H -0.45262 4.50390 -2.46651  0.333
C 1.39163 3.12671 -1.11903  -0.200
C 2.32609 3.55793 -2.21328  -1.383
H 1.94811 2.62171 -0.32268  0.280
H 0.82737 3.98499 -0.72072  0.302
H 2.99235 2.74416 -2.53549  0.248
H 2.96757 4.33294 -1.78271  0.452
H 1.82982 4.00363 -3.08183  0.387
C 5.78265 1.01347 -1.93893  0.401
C 5.55499 0.45718 -4.21039  0.420
C 6.07554 2.14134 -0.99740  -1.313
H 6.45614 0.17044 -1.73444  0.491
H 4.74684 0.64929 -1.77488  -0.288
H 7.00334 2.65957 -1.23621  0.369
H 6.13063 1.75768 0.02510  0.382
H 5.26716 2.87815 -1.01533  0.194
C 5.97009 0.82522 -5.60478  -1.471
H 4.45000 0.36706 -4.18484  -0.057
H 6.00220 -0.51690 -3.95246  0.295
H 5.59637 1.80092 -5.90955  0.322
H 5.55101 0.07640 -6.27765  0.387
H 7.05392 0.80969 -5.72238  0.360
H 1.30372 -0.76022 -1.90198  -0.227
N -2.05080 -0.76634 -0.28224  0.143
C -2.42373 -2.00984 0.03621  0.993
C -1.60974 -2.89830 0.72930  -1.341
C -0.40899 -2.57211 1.36241  0.493
C -3.80461 -2.50763 -0.31284  -1.761
H -4.02399 -2.38573 -1.38641  0.243
H -4.58673 -1.98917 0.26892  0.216
H -3.87169 -3.57833 -0.06807  0.517
C 0.20084 -3.70194 2.17373  -1.830
H -0.19179 -3.69640 3.21087  0.284
H 1.30158 -3.64397 2.21362  0.278
H -0.07964 -4.66525 1.71919  0.548
N 0.10844 -1.34528 1.40037  1.063
C -2.99883 0.10693 -0.89571  0.393
C -3.07413 0.16732 -2.30620  1.070
C -2.35011 -0.81139 -3.18543  -1.088
C -3.84420 1.17577 -2.87150  -0.705
H -3.88360 1.24408 -3.96136  0.463
C -4.56001 2.06840 -2.07274  -1.069
H -5.14771 2.86180 -2.53608  0.395
C -4.56661 1.90980 -0.68248  -0.865
H -5.15271 2.56945 -0.04750  0.474
C -3.81953 0.90745 -0.07570  0.895
C -3.84520 0.70222 1.40735  -1.463
C 0.88490 -1.01555 2.52473  -0.399
C 2.29629 -1.02755 2.44214  1.056
C 2.99885 -1.43813 1.18596  -1.162
C 3.03928 -0.66968 3.56488  -0.947
H 4.12857 -0.62369 3.47095  0.454
C 2.39695 -0.37458 4.77065  -0.947
H 2.98787 -0.09375 5.64335  0.380
C 1.00646 -0.46779 4.87949  -1.004
H 0.49169 -0.26743 5.82387  0.400
C 0.23945 -0.80745 3.76726  1.178
C -1.24878 -0.94884 3.90320  -1.310
Mg -0.35894 0.40524 -0.13901  2.931
H -1.58032 -0.31571 -3.80002  0.486
H -3.06403 -1.27727 -3.88588  0.415
H -1.85973 -1.60651 -2.61438  -0.554
H -3.73304 -0.35521 1.68104  0.232
H -4.80679 1.05312 1.80600  0.538
H -3.05067 1.27702 1.90737  0.191
H 3.64543 -0.62037 0.82070  0.302
H 2.28280 -1.71269 0.39796  -0.434
H 3.65437 -2.30969 1.37914  0.519
H -1.79483 -0.43627 3.09471  -0.113
H -1.57189 -0.52940 4.86843  0.473
H -1.56787 -2.00368 3.88884  0.263
H -1.96053 -3.91666 0.84749  0.249
C 1.92374 -0.62633 -2.80354  0.510
Si 1.79068 -2.48955 -2.82178  0.297
H 1.32133 -0.06953 -3.55742  0.375
H 2.86746 -0.11881 -2.57697  -0.792
C 1.55888 -2.65037 -4.66280  -1.089
C 0.39663 -3.41400 -1.96618  -0.249
C 3.38540 -3.01848 -2.01527  -1.013
H 4.08228 -2.16653 -1.96623  0.131
H 3.78390 -3.80253 -2.67349  0.431
H 3.22546 -3.40937 -0.99748  0.278
H 0.61488 -2.16192 -4.97222  0.296
H 1.55189 -3.72663 -4.90248  0.350
H 2.41200 -2.12824 -5.12361  0.249
H -0.56564 -2.89491 -1.91804  -0.360
H 0.64500 -3.70001 -0.93689  0.092
H 0.23174 -4.34914 -2.51692  0.487
O -0.98683 1.89840 1.09192  -0.666
N 0.19293 1.99245 1.65327  0.909
O 0.45913 2.64335 2.64069  -0.698
O 1.11374 1.29099 1.01635  -0.696

The calculation puts the highest occupied orbital energy at -7.492 eV.